18
Properties=species:S:1:pos:R:3 method="wB97M-V/def2-TZVPD" de_lowest_kj_mol=98.1 charge=-2 e_tot_ev=-138306.513 largest_force_ev_per_a=2.574 homo_ev=-0.81 homo_lumo_gap_ev=5.048
Pd -0.777 0.105 -2.039
S -0.492 1.733 -6.179
As -0.930 0.048 -4.963
S -2.628 0.459 -3.607
S 0.806 -0.409 -3.686
S -1.352 -1.584 -6.256
F 2.446 -0.493 4.119
C 1.477 -0.272 3.194
C 1.747 -0.378 1.832
F 2.991 -0.708 1.433
C 0.756 -0.144 0.903
F 1.072 -0.258 -0.414
C -0.570 0.207 1.257
S -1.817 0.512 0.147
C -0.798 0.300 2.654
F -2.029 0.629 3.100
C 0.186 0.072 3.592
F -0.088 0.181 4.914

=====

22
Properties=species:S:1:pos:R:3 method="wB97M-V/def2-TZVPD" de_lowest_kj_mol=53.8 charge=0 e_tot_ev=-12481.002 largest_force_ev_per_a=2.545 homo_ev=-8.35 homo_lumo_gap_ev=9.190
C -1.552 1.268 -1.570
O -1.191 1.637 -0.255
C -0.837 0.590 0.560
C -0.619 1.064 1.980
N 0.503 -0.073 0.013
C 1.572 0.729 -0.303
C 2.580 -0.112 -0.657
N 2.156 -1.402 -0.556
C 0.914 -1.357 -0.151
C 0.063 -2.553 0.070
H -2.028 2.141 -2.015
H -2.256 0.427 -1.563
H -0.670 0.988 -2.159
H -1.569 -0.234 0.514
H 0.102 1.877 1.992
H -1.564 1.419 2.381
H -0.252 0.246 2.593
H 1.496 1.798 -0.259
H 3.576 0.123 -0.972
H -0.372 -2.549 1.068
H -0.743 -2.593 -0.664
H 0.689 -3.433 -0.048

=====

20
Properties=species:S:1:pos:R:3 method="wB97M-V/def2-TZVPD" de_lowest_kj_mol=353.6 charge=+2 e_tot_ev=-8809.913 largest_force_ev_per_a=4.572 homo_ev="-15.24 / -15.24" homo_lumo_gap_ev="7.879 / 7.880"
C -3.990 -0.618 0.887
C -3.437 -1.666 0.107
C -3.759 2.148 -1.117
C 8.518 -0.298 0.142
N 9.576 -0.127 -0.594
N -3.201 0.413 0.910
N -4.075 -2.759 -0.020
H -4.993 -0.733 1.554
H -2.533 -1.657 -0.521
H -3.588 1.699 -2.064
H -4.792 2.566 -1.120
H -2.921 2.839 -1.037
H 7.637 -0.604 -0.494
H 8.554 -0.166 1.220
H 9.566 -0.296 -1.679
H 10.394 0.059 -0.107
H -3.437 1.126 1.583
H -3.571 1.332 -0.122
H -4.847 -3.015 0.563
H -3.761 -3.551 -0.578

=====

15
Properties=species:S:1:pos:R:3 method="wB97M-V/def2-TZVPD" de_lowest_kj_mol=278.0 charge=-1 e_tot_ev=-17660.689 largest_force_ev_per_a=4.787 homo_ev="-2.96 / -2.97" homo_lumo_gap_ev="6.968 / 6.975"
C -0.838 -1.419 -1.388
C 0.165 -0.773 -0.923
C 1.459 -0.701 -1.577
C -0.549 0.532 2.325
O 0.683 2.589 1.022
O -1.719 2.188 0.418
P -0.427 1.637 0.836
H -1.825 -0.980 -1.114
H -0.757 -2.240 -2.106
H 1.295 0.038 -2.363
H 2.293 -0.346 -1.064
H 1.530 -1.695 -2.131
H -1.371 -0.112 2.604
H 0.436 0.024 2.258
H -0.374 1.258 3.205